[1]
The following is a DFT calculation (ωB97M-V with the def2-TZVPD basis set) of a cluster of 3 separate species, C5H11Cl4NO in total.

The geometry in XYZ format:
```
22
Properties=species:S:1:pos:R:3
C -0.7086 -1.1608 -2.0023
C -0.3707 -2.4908 -1.3975
O 0.6274 -2.6451 -0.7208
N -1.2247 -3.5206 -1.6661
C -2.3670 -3.4405 -2.5472
H -0.5224 -1.1858 -3.0810
H -0.0729 -0.4037 -1.5603
H -1.7579 -0.8912 -1.8767
H -0.9527 -4.4371 -1.3514
H -2.9305 -4.3701 -2.4823
H -2.0820 -3.3039 -3.5936
H -3.0476 -2.6449 -2.2480
C 0.1111 2.7597 0.5343
Cl 1.6091 2.0088 -0.0162
Cl -1.2883 2.1339 -0.3361
H -0.0164 2.5583 1.5900
H 0.1886 3.8238 0.3486
C 3.1055 3.4715 4.4702
Cl 1.9105 4.0876 3.3318
Cl 2.3734 2.4681 5.7273
H 3.8253 2.8676 3.9321
H 3.5908 4.3151 4.9452
```

## Properties
HOMO = -9.45 eV
Orbital gap = 0.3742 hartree
Structure (SMILES) = CNC(C)=O.ClCCl.ClCCl
Calculated total energy = -58991.001 eV

Atomic charges from the natural (NBO) analysis, expressed in e, are listed below:
1 C -0.722
2 C 0.675
3 O -0.618
4 N -0.623
5 C -0.414
6 H 0.228
7 H 0.251
8 H 0.219
9 H 0.402
10 H 0.211
11 H 0.189
12 H 0.198
13 C -0.398
14 Cl -0.020
15 Cl -0.028
16 H 0.228
17 H 0.220
18 C -0.395
19 Cl -0.031
20 Cl -0.020
21 H 0.226
22 H 0.223

[2]
The following is a DFT calculation (ωB97M-V with the def2-TZVPD basis set) of a structure of composition C31H37Cl7CsN4OS3 at a distorted geometry.

The geometry in XYZ format:
```
84
Properties=species:S:1:pos:R:3
Cs 0.3606 -0.7536 -0.0312
C -1.3053 2.2643 2.2064
C -2.7343 1.9579 1.7751
S -2.8618 0.4224 0.8005
C -4.2396 -0.4049 1.6484
C -3.9940 -0.8002 3.1009
S -2.4837 -1.8017 3.3140
C -1.6485 -0.9242 4.6715
C -1.3492 0.5553 4.4630
S -0.3822 0.9028 2.9562
H -0.7035 2.5006 1.3214
H -1.2944 3.1185 2.8870
H -3.4109 1.8687 2.6265
H -3.0879 2.7735 1.1436
H -5.1233 0.2331 1.5848
H -4.4093 -1.2988 1.0467
H -3.8979 0.0771 3.7385
H -4.8422 -1.3830 3.4641
H -2.2422 -1.0511 5.5793
H -0.7177 -1.4810 4.7879
H -2.2621 1.1473 4.4050
H -0.7750 0.9088 5.3211
N 0.4025 -2.7468 -4.2965
C 1.4984 -1.9501 -4.5178
C 1.4292 -0.9671 -3.5739
N 0.3332 -1.1528 -2.7841
C -0.2725 -2.2243 -3.2293
C -1.5005 -2.7767 -2.6947
N -2.1109 -2.3721 -1.6078
C -3.2195 -3.1552 -1.4773
C -3.2885 -4.0568 -2.4993
N -2.1886 -3.8030 -3.2785
H 0.2115 -3.6099 -4.7699
H 2.2022 -2.1456 -5.3074
H 2.0839 -0.1235 -3.4199
H -3.8925 -3.0290 -0.6456
H -3.9983 -4.8280 -2.7406
H -1.9423 -4.3088 -4.1082
Cl 4.0206 -1.7599 -0.0648
C 4.5261 -1.3936 1.5850
Cl 6.0463 -0.4827 1.6296
H 4.6841 -2.3266 2.1113
H 3.7520 -0.8000 2.0528
C 2.2748 3.8446 1.3819
C 2.9255 3.1852 0.1591
C 3.1003 1.6815 0.3877
C 2.1622 3.5031 -1.1129
C 2.7867 4.2631 -2.0894
C 2.1418 4.6347 -3.2620
C 0.8203 4.2415 -3.4298
C 0.1503 3.4788 -2.4863
C -1.3143 3.1524 -2.7138
C -1.5762 1.6478 -2.7939
C -2.1840 3.7935 -1.6237
C 0.8155 3.0463 -1.2909
O 0.2341 2.2979 -0.4124
H 2.7761 3.5376 2.3048
H 1.2284 3.5509 1.4394
H 2.3290 4.9330 1.3039
H 3.9277 3.6125 0.0443
H 2.1320 1.2140 0.5549
H 3.7361 1.5176 1.2616
H 3.5760 1.2236 -0.4818
H 3.8131 4.5814 -1.9243
H 2.6481 5.2257 -4.0159
H 0.2826 4.5400 -4.3265
H -1.6046 3.5905 -3.6758
H -1.2945 1.1755 -1.8557
H -0.9874 1.1973 -3.5954
H -2.6361 1.4475 -2.9813
H -1.8252 3.4566 -0.6521
H -3.2347 3.5053 -1.7340
H -2.1143 4.8829 -1.6650
Cl 0.8208 -4.4298 -1.2284
C 1.3100 -4.5732 0.4499
C 1.3560 -3.4053 1.1963
C 1.7686 -3.6261 2.5019
Cl 1.8233 -2.2342 3.5714
C 2.1380 -4.8580 3.0358
Cl 2.6994 -5.0157 4.6715
C 2.0528 -5.9901 2.2308
Cl 2.4727 -7.5463 2.8569
C 1.6190 -5.8478 0.9157
Cl 1.4780 -7.2554 -0.0901
```

## Properties
HOMO = -3.80 eV
Orbital gap = 0.1956 hartree
Net charge = -1
Calculated total energy = -161469.068 eV

Atomic charges from the Mulliken analysis, expressed in e, are listed below:
1 Cs 1.434
2 C 0.915
3 C -1.366
4 S 0.342
5 C -0.787
6 C -0.812
7 S -0.030
8 C -0.600
9 C -1.118
10 S 0.236
11 H -1.428
12 H 0.687
13 H 0.547
14 H 0.620
15 H 0.384
16 H 0.085
17 H 0.302
18 H 0.527
19 H 0.450
20 H 0.262
21 H 0.386
22 H 0.517
23 N -0.043
24 C -0.924
25 C -0.605
26 N 0.589
27 C -0.094
28 C -0.252
29 N 0.284
30 C -0.083
31 C -0.922
32 N -0.019
33 H 0.175
34 H 0.433
35 H 0.480
36 H 0.288
37 H 0.403
38 H 0.168
39 Cl -0.083
40 C -0.015
41 Cl -0.191
42 H 0.332
43 H -0.028
44 C -1.236
45 C 0.382
46 C -0.762
47 C 0.331
48 C -0.775
49 C -1.230
50 C -0.781
51 C 0.385
52 C 0.434
53 C -1.272
54 C -1.060
55 C 0.417
56 O -0.476
57 H 0.411
58 H -0.033
59 H 0.360
60 H 0.584
61 H -0.539
62 H 0.399
63 H 0.365
64 H 0.346
65 H 0.332
66 H 0.341
67 H 0.518
68 H 0.067
69 H 0.282
70 H 0.502
71 H -0.218
72 H 0.424
73 H 0.399
74 Cl -0.262
75 C 1.122
76 C -1.114
77 C 0.205
78 Cl -0.261
79 C -0.500
80 Cl -0.222
81 C 0.679
82 Cl -0.231
83 C -0.547
84 Cl -0.210

[3]
The following is a DFT calculation (ωB97M-V with the def2-TZVPD basis set) of a cluster of 4 separate species, C2H13NO3S in total at a distorted geometry.

The geometry in XYZ format:
```
20
Properties=species:S:1:pos:R:3
C -0.3503 -0.9392 -0.4760
C 0.0735 0.4771 -1.2498
S -0.8133 0.5268 -2.7683
N 0.7089 -1.9896 -0.5318
H -0.8658 -0.5834 0.5726
H -1.3231 -1.3197 -0.9180
H -0.3943 1.2788 -0.5945
H 1.0802 0.6273 -0.9465
H 0.2558 0.9356 -3.5206
H 1.1596 -2.1261 0.2914
H 0.4330 -2.7883 -1.0462
H -3.5929 0.0054 3.6782
H -3.1109 1.3120 3.1094
O -2.9536 0.3478 3.1537
H 4.8168 -2.1186 -0.4638
H 3.4108 -2.0656 -1.1292
O 3.9878 -2.5070 -0.5084
H -0.8885 3.6569 1.8965
H -0.6404 3.9321 0.3971
O -0.9933 3.3377 1.0542
```

## Properties
HOMO = -8.45 eV
Orbital gap = 0.3314 hartree
Structure (SMILES) = NCCS.O.O.O
Calculated total energy = -20750.622 eV

Atomic charges from the natural (NBO) analysis, expressed in e, are listed below:
1 C -0.235
2 C -0.612
3 S -0.009
4 N -0.870
5 H 0.202
6 H 0.191
7 H 0.218
8 H 0.240
9 H 0.127
10 H 0.372
11 H 0.374
12 H 0.460
13 H 0.470
14 O -0.929
15 H 0.467
16 H 0.484
17 O -0.953
18 H 0.468
19 H 0.477
20 O -0.943

[4]
The following is a DFT calculation (ωB97M-V with the def2-TZVPD basis set) of the molecule C7H13N at a distorted geometry.

The geometry in XYZ format:
```
21
Properties=species:S:1:pos:R:3
C -0.0876 2.6556 2.3867
C -1.2988 1.9338 2.0367
C -1.1005 1.1879 0.6908
C -0.3254 0.1316 0.5543
N -0.0594 -0.3514 -0.7295
C 0.4815 -1.7143 -0.9620
C 1.1947 -3.0279 -3.0113
C 1.1222 -1.8073 -2.3462
H -0.4041 3.3799 2.9766
H 0.5332 2.9883 1.4968
H 0.6882 2.0558 2.8920
H -2.3191 2.4912 1.8387
H -1.6123 1.3681 2.9583
H -1.3912 1.6914 -0.2306
H 0.1045 -0.4279 1.4614
H -0.5662 -0.0309 -1.4563
H 1.3352 -1.9327 -0.2039
H -0.2823 -2.4999 -0.7972
H 0.7228 -3.9187 -2.6946
H 1.6799 -3.1670 -4.0167
H 1.5846 -1.0058 -2.8438
```

## Properties
HOMO = -7.65 eV
Orbital gap = 0.3236 hartree
Structure (SMILES) = C=CCN/C=C/CC
Calculated total energy = -8956.892 eV

Atomic charges from the natural (NBO) analysis, expressed in e, are listed below:
1 C -0.603
2 C -0.424
3 C -0.291
4 C 0.002
5 N -0.621
6 C -0.250
7 C -0.389
8 C -0.192
9 H 0.203
10 H 0.205
11 H 0.203
12 H 0.204
13 H 0.207
14 H 0.189
15 H 0.199
16 H 0.372
17 H 0.205
18 H 0.188
19 H 0.185
20 H 0.198
21 H 0.208

[5]
The following is a DFT calculation (ωB97M-V with the def2-TZVPD basis set) of a cluster of 2 separate species, C23H26BO8 in total at a distorted geometry.

The geometry in XYZ format:
```
58
Properties=species:S:1:pos:R:3
C 5.3646 -0.0310 -1.2802
C 4.0530 0.6765 -1.4113
C 3.7303 1.9987 -1.7099
C 2.2668 1.9858 -1.8885
C 1.7885 0.6498 -1.6459
B 2.7596 -1.4261 2.9123
O 3.1334 -2.2111 4.0958
C 1.7934 -2.7592 4.4371
C 0.6398 -2.1780 3.5197
C -0.8050 -2.6426 3.9195
C 1.1085 -2.5805 2.0540
O 2.4805 -2.1370 1.7835
C 0.8231 -0.5627 3.5234
O 2.2120 -0.1848 3.1429
O 2.9289 -0.1503 -1.4535
H 6.2971 0.5152 -1.2677
H 5.4417 -0.4959 -0.3006
H 5.6430 -0.8089 -1.9861
H 4.3918 2.9103 -1.5640
H 1.5907 2.8170 -1.9808
H 1.8162 -3.8787 4.3755
H 1.6275 -2.4277 5.5036
H -1.1661 -3.4217 3.1932
H -0.7918 -3.1158 4.9353
H -1.4676 -1.7469 3.8966
H 1.0375 -3.6664 1.9434
H 0.4788 -2.1696 1.2691
H 0.1228 -0.1791 2.7434
H 0.5676 -0.1927 4.5464
C -4.2324 2.1554 -0.5238
C -2.8860 2.8920 -0.5156
C -3.0309 4.3954 -0.2787
O -2.1065 2.3330 0.5627
C -1.2835 1.2209 0.3743
O -1.2419 0.4071 1.2869
C -0.4587 1.3411 -0.8355
C 0.2484 0.2828 -1.4563
C -0.8095 -0.6751 -1.9068
C -2.2053 -0.3356 -2.0894
C -2.8286 -0.7156 -3.2902
C -2.4052 -1.9027 -3.9343
C -1.2890 -2.5897 -3.3875
C -0.5122 -1.9619 -2.3766
C -0.8605 2.4657 -1.7501
O -0.1842 2.9082 -2.6277
O -2.1830 2.7855 -1.7549
H -4.0983 1.0763 -0.3301
H -4.8495 2.5728 0.3023
H -4.8242 2.2890 -1.4488
H -2.0377 4.8444 -0.2220
H -3.5287 4.8764 -1.1348
H -3.5988 4.5543 0.6430
H 1.2576 0.2254 -2.5936
H -2.7206 0.4281 -1.4790
H -3.6838 -0.2057 -3.7184
H -3.0084 -2.3291 -4.7553
H -0.9906 -3.5371 -3.8639
H 0.4857 -2.3880 -2.2021
```

## Properties
HOMO = -2.98 eV
Orbital gap = 0.2081 hartree
Net charge = -1
Calculated total energy = -41324.940 eV

Atomic charges from the natural (NBO) analysis, expressed in e, are listed below:
1 C -0.675
2 C 0.312
3 C -0.335
4 C -0.186
5 C 0.048
6 B 1.360
7 O -0.757
8 C -0.073
9 C -0.127
10 C -0.614
11 C -0.074
12 O -0.744
13 C -0.086
14 O -0.750
15 O -0.422
16 H 0.225
17 H 0.227
18 H 0.227
19 H 0.233
20 H 0.274
21 H 0.175
22 H 0.178
23 H 0.222
24 H 0.209
25 H 0.242
26 H 0.169
27 H 0.221
28 H 0.264
29 H 0.171
30 C -0.653
31 C 0.543
32 C -0.629
33 O -0.581
34 C 0.759
35 O -0.709
36 C -0.514
37 C -0.191
38 C 0.016
39 C -0.217
40 C -0.223
41 C -0.296
42 C -0.223
43 C -0.272
44 C 0.791
45 O -0.658
46 O -0.562
47 H 0.231
48 H 0.211
49 H 0.213
50 H 0.225
51 H 0.213
52 H 0.203
53 H 0.394
54 H 0.218
55 H 0.204
56 H 0.196
57 H 0.196
58 H 0.202

[6]
The following is a DFT calculation (ωB97M-V with the def2-TZVPD basis set) of a cluster of 4 separate species, C14H29NO9 in total at a distorted geometry.

The geometry in XYZ format:
```
53
Properties=species:S:1:pos:R:3
C 0.0525 -5.6368 15.6552
O 0.5578 -5.3275 14.3830
C 0.3005 -6.3166 13.4349
C 0.9768 -5.8807 12.1560
O 0.3459 -6.5100 11.0581
C 0.8017 -6.0385 9.8216
C -0.3015 -6.1510 8.8192
O -1.3317 -5.2890 9.2545
C -2.4110 -5.2684 8.3894
H -1.0343 -5.4844 15.7262
H 0.5394 -4.9779 16.3697
H 0.2403 -6.6855 15.9224
H -0.7830 -6.4187 13.2786
H 0.6650 -7.3098 13.7405
H 2.0494 -6.1144 12.1642
H 0.8648 -4.7901 12.0826
H 1.7186 -6.5659 9.5313
H 1.0606 -4.9684 9.8863
H -0.6772 -7.1810 8.7800
H 0.0845 -5.8130 7.8489
H -2.7298 -6.2710 8.0575
H -2.2421 -4.6672 7.4810
H -3.2933 -4.8510 8.8806
C -8.8284 0.9650 14.8871
O -7.8040 1.4330 14.0261
C -7.5203 0.6370 12.9979
O -8.0840 -0.3899 12.7496
O -6.4932 1.1630 12.3339
C -5.9867 0.3838 11.2488
H -8.8492 1.6467 15.7316
H -8.6146 -0.0404 15.2516
H -9.7918 0.9552 14.3784
H -4.9485 0.6574 11.1191
H -6.5801 0.6165 10.3616
H -6.1024 -0.6786 11.4351
C -7.2165 -6.4301 4.0246
O -7.7262 -5.6614 5.1213
C -8.3603 -4.5078 4.9324
O -9.0218 -3.9939 5.7873
O -8.1314 -3.9953 3.7195
C -8.7638 -2.7287 3.4906
H -7.6483 -6.1111 3.0785
H -7.5285 -7.4542 4.2089
H -6.1371 -6.3273 3.9722
H -8.3824 -2.3572 2.5464
H -8.4902 -2.0282 4.2789
H -9.8425 -2.8552 3.4658
C -6.1250 -3.7067 7.6960
C -5.6645 -3.1460 8.9505
N -5.2545 -2.7176 9.9329
H -5.5604 -4.6268 7.5148
H -5.9241 -3.0130 6.8837
H -7.1748 -3.9888 7.7007
```

## Properties
HOMO = -9.61 eV
Orbital gap = 0.3683 hartree
Structure (SMILES) = COC(=O)OC.COC(=O)OC.COCCOCCOC.CC#N
Calculated total energy = -34903.523 eV

Atomic charges from the natural (NBO) analysis, expressed in e, are listed below:
1 C -0.245
2 O -0.535
3 C -0.074
4 C -0.070
5 O -0.535
6 C -0.075
7 C -0.079
8 O -0.529
9 C -0.247
10 H 0.167
11 H 0.192
12 H 0.164
13 H 0.173
14 H 0.159
15 H 0.162
16 H 0.178
17 H 0.170
18 H 0.173
19 H 0.175
20 H 0.168
21 H 0.157
22 H 0.156
23 H 0.195
24 C -0.255
25 O -0.497
26 C 0.980
27 O -0.642
28 O -0.498
29 C -0.262
30 H 0.193
31 H 0.193
32 H 0.189
33 H 0.196
34 H 0.179
35 H 0.224
36 C -0.256
37 O -0.509
38 C 0.986
39 O -0.619
40 O -0.525
41 C -0.254
42 H 0.202
43 H 0.198
44 H 0.189
45 H 0.197
46 H 0.198
47 H 0.197
48 C -0.732
49 C 0.297
50 N -0.345
51 H 0.250
52 H 0.249
53 H 0.279